[1]
The following is a quantum chemistry calculation of 2 unconnected molecules or ions with the total composition C35H50ClNO5PS, from the Open Molecules 2025 dataset.

```
! RIJCOSX wB97M-V def2-TZVPD def2/J DEFGRID3
* xyz 1 1
C 4.645 -6.149 -1.625
C 3.823 -7.217 -1.653
C 2.306 -7.140 -1.603
C 1.830 -5.782 -1.152
C 1.590 -4.803 -2.119
C 1.145 -3.526 -1.774
C 0.884 -3.208 -0.447
O 0.455 -1.959 -0.143
C -0.853 -1.848 0.445
C -1.840 -1.202 -0.505
C -1.617 0.294 -0.726
C -1.649 1.144 0.566
C 1.142 -4.179 0.521
Cl 0.859 -3.709 2.169
C 1.627 -5.455 0.203
P 1.960 -6.639 1.565
O 2.801 -5.847 2.693
O 2.991 -7.747 1.059
S 0.359 -7.409 2.259
C 0.972 -2.512 -2.878
O 0.039 -1.744 -2.921
C 2.040 -2.581 -3.919
C 2.632 -1.458 -4.506
C 2.258 -0.042 -4.152
C 3.350 0.640 -3.282
C 2.826 1.171 -1.931
C 3.240 0.342 -0.714
C 4.743 0.050 -0.627
C 3.652 -1.682 -5.432
C 4.076 -2.953 -5.779
C 3.473 -4.067 -5.204
C 2.471 -3.864 -4.274
C 1.819 -5.022 -3.590
O 1.488 -6.011 -4.199
H 4.475 -5.243 -2.204
H 5.575 -6.159 -1.063
H 4.279 -8.199 -1.764
H 1.946 -7.937 -0.960
H 1.919 -7.355 -2.599
H -1.217 -2.829 0.748
H -0.772 -1.262 1.362
H -1.780 -1.708 -1.468
H -2.850 -1.379 -0.118
H -0.650 0.408 -1.216
H -2.390 0.672 -1.396
H -2.443 1.889 0.499
H -0.699 1.671 0.672
H -1.787 0.552 1.471
H 3.228 -5.073 2.298
H 3.854 -7.365 0.836
H 2.072 0.518 -5.069
H 1.322 -0.034 -3.602
H 4.186 -0.049 -3.158
H 3.749 1.489 -3.840
H 3.137 2.210 -1.808
H 1.733 1.172 -1.966
H 2.950 0.900 0.182
H 2.676 -0.592 -0.665
H 4.973 -0.877 -1.154
H 5.349 0.851 -1.052
H 5.064 -0.084 0.406
H 4.152 -0.831 -5.881
H 4.875 -3.108 -6.492
H 3.774 -5.072 -5.466
C -0.866 5.140 2.959
C -1.990 4.297 3.564
C -3.208 4.135 2.658
N -4.348 5.122 2.859
C -3.852 6.526 3.080
C -4.971 7.505 3.395
C -5.805 7.035 4.583
C -6.311 5.612 4.365
C -5.174 4.663 4.035
C -5.168 5.066 1.608
H -1.138 6.189 2.841
H 0.018 5.102 3.593
H -0.585 4.754 1.978
H -2.264 4.673 4.552
H -1.589 3.295 3.726
H -3.654 3.154 2.812
H -2.910 4.203 1.613
H -3.165 6.493 3.923
H -3.307 6.814 2.182
H -4.521 8.472 3.618
H -5.608 7.665 2.522
H -6.644 7.710 4.743
H -5.196 7.069 5.492
H -7.068 5.597 3.578
H -6.811 5.250 5.264
H -5.549 3.670 3.789
H -4.489 4.580 4.879
H -5.483 4.037 1.453
H -4.549 5.400 0.780
H -6.035 5.708 1.697
*
```

Properties
**Total energy**: -2994.146740 a.u.
**Frontier orbital gap**: 7.66 eV
**Maximum force**: 0.0289 Eh/bohr
**HOMO level**: -10.0 eV

Löwdin atomic charge list, values in e, 6 entries: C 0.0125; C -0.1434; C -0.1354; C -0.1391; C -0.0268; C 0.0200

---

[2]
The following is a quantum chemistry calculation of a molecular structure, C35H50N4O3SbSi3V, from the Open Molecules 2025 dataset.

```
! RIJCOSX wB97M-V def2-TZVPD def2/J DEFGRID3
* xyz 0 3
V -0.696 -0.045 -0.105
C -1.255 -3.081 2.638
C -1.692 -1.817 1.971
O -0.975 -1.417 0.956
C -2.783 -1.104 2.370
C -3.202 0.109 1.735
C -4.469 0.770 2.185
N -2.491 0.649 0.783
N -2.960 1.842 0.254
C -2.161 2.208 -0.694
O -1.132 1.464 -1.021
C -2.382 3.492 -1.387
C -1.820 3.706 -2.641
C -2.007 4.918 -3.289
C -2.749 5.922 -2.685
C -3.313 5.709 -1.433
C -3.134 4.499 -0.785
H -1.238 -3.900 1.917
H -1.924 -3.336 3.455
H -0.243 -2.960 3.026
H -3.376 -1.478 3.190
H -5.006 0.140 2.890
H -5.101 0.986 1.325
H -4.242 1.727 2.656
H -1.250 2.913 -3.105
H -1.572 5.075 -4.268
H -2.890 6.869 -3.189
H -3.891 6.492 -0.959
H -3.569 4.313 0.188
C 1.589 -2.820 0.339
Sb 2.101 -1.918 -1.561
C 0.215 -0.794 -1.841
C 0.477 0.111 -3.013
C 0.976 1.415 -2.921
C 1.184 2.156 -4.067
C 0.898 1.606 -5.308
C 0.396 0.317 -5.323
N 0.195 -0.400 -4.222
Si -1.108 -2.059 -2.510
C -1.856 -3.195 -1.180
C -0.575 -3.323 -3.806
C -2.611 -1.020 -2.989
C 3.949 -0.743 -0.900
C 3.659 0.585 -0.250
C 4.705 1.420 0.188
C 4.426 2.630 0.783
C 3.099 3.014 0.940
C 2.132 2.134 0.506
N 2.392 0.952 -0.060
Si 4.916 -1.830 0.331
C 6.747 -1.389 0.491
C 4.228 -1.581 2.059
C 4.937 -3.645 -0.197
Si 4.861 -0.509 -2.566
C 3.720 0.148 -3.896
C 5.583 -2.148 -3.133
C 6.282 0.727 -2.523
H 0.708 -3.438 0.179
H 1.356 -2.063 1.082
H 2.404 -3.443 0.694
H 1.175 1.847 -1.954
H 1.568 3.168 -3.990
H 1.054 2.155 -6.226
H 0.138 -0.171 -6.258
H -1.112 -3.739 -0.595
H -2.466 -3.936 -1.702
H -2.513 -2.665 -0.489
H 0.458 -3.635 -3.642
H -0.636 -2.908 -4.810
H -1.209 -4.211 -3.751
H -2.997 -0.503 -2.103
H -3.412 -1.663 -3.361
H -2.393 -0.269 -3.746
H 5.728 1.107 0.056
H 5.230 3.271 1.123
H 2.824 3.958 1.389
H 1.079 2.383 0.614
H 6.913 -0.502 1.105
H 7.235 -1.238 -0.473
H 7.253 -2.223 0.984
H 4.362 -0.539 2.361
H 4.771 -2.206 2.772
H 3.168 -1.812 2.146
H 5.908 -3.892 -0.628
H 4.177 -3.894 -0.938
H 4.787 -4.297 0.668
H 2.870 -0.507 -4.098
H 4.278 0.264 -4.829
H 3.326 1.127 -3.619
H 4.855 -2.958 -3.079
H 6.452 -2.431 -2.535
H 5.911 -2.061 -4.171
H 5.945 1.734 -2.275
H 6.719 0.761 -3.525
H 7.076 0.453 -1.828
O 1.039 0.906 2.125
C 0.458 0.629 1.190
*
```

Properties
**Total energy**: -3861.219316 a.u.
**Expectation value of S²**: 2.018
**Frontier orbital gap (spin up / spin down)**: 7.45 / 6.75 eV
**ΔE to the lowest compared entry with this formula, charge and spin**: 151.0 kJ/mol
**Maximum force**: 0.0549 Eh/bohr
**HOMO level (spin up / spin down)**: -7.1 / -7.4 eV

Löwdin atomic charge list, values in e, 6 entries: V 0.8035; C 0.0014; C -0.3995; O -0.2362; C 0.0053; C -0.2831

---

[3]
The following is a quantum chemistry calculation of a molecular structure, C35H51CuF9N5O2P, from the Open Molecules 2025 dataset.

```
! RIJCOSX wB97M-V def2-TZVPD def2/J DEFGRID3
* xyz 1 1
C 13.122 -13.801 18.279
C 13.147 -12.301 18.583
C 12.916 -11.505 17.320
N 12.770 -10.005 17.564
C 13.619 -9.481 18.703
C 13.488 -7.992 18.902
C 13.982 -7.279 17.677
C 13.168 -7.661 16.435
C 13.096 -9.190 16.279
C 11.297 -9.765 17.835
H 12.096 -14.147 18.141
H 13.425 -14.400 19.140
H 13.776 -14.083 17.455
H 14.133 -12.087 18.997
H 12.369 -12.125 19.329
H 12.063 -11.955 16.809
H 13.792 -11.614 16.678
H 14.668 -9.755 18.592
H 13.317 -9.957 19.636
H 14.070 -7.703 19.784
H 12.552 -7.558 19.266
H 15.048 -7.500 17.570
H 13.961 -6.194 17.787
H 13.720 -7.283 15.577
H 12.138 -7.314 16.502
H 14.069 -9.588 15.979
H 12.454 -9.540 15.471
H 10.754 -10.012 16.927
H 11.174 -8.708 18.058
H 11.018 -10.321 18.726
Cu 17.499 -11.998 13.916
P 14.461 -12.008 13.230
F 13.747 -13.002 14.310
F 15.589 -13.204 13.038
F 13.755 -12.599 11.927
F 15.207 -10.998 12.238
F 13.285 -10.914 13.510
F 15.339 -11.376 14.502
N 16.688 -7.783 12.964
C 17.142 -6.561 12.516
C 16.099 -5.670 12.473
C 14.941 -6.400 12.830
C 15.340 -7.687 13.129
H 17.240 -8.604 13.106
H 18.208 -6.423 12.426
H 16.114 -4.630 12.194
H 13.915 -6.085 12.928
H 14.775 -8.558 13.425
N 10.793 -12.615 14.393
C 10.186 -11.404 14.420
C 9.149 -11.457 15.306
C 9.205 -12.684 15.993
C 10.192 -13.424 15.319
H 11.561 -12.905 13.813
H 10.513 -10.600 13.780
H 8.456 -10.646 15.477
H 8.564 -13.069 16.767
H 10.574 -14.424 15.453
N 18.279 -15.653 14.106
C 19.027 -16.452 14.918
C 18.207 -17.466 15.329
C 16.934 -17.321 14.721
C 17.020 -16.191 13.941
H 18.627 -14.851 13.616
H 20.080 -16.301 15.090
H 18.472 -18.247 16.024
H 16.035 -17.848 14.988
H 16.344 -15.681 13.271
N 17.387 -14.361 10.395
C 16.492 -13.627 9.705
C 16.364 -14.187 8.451
C 17.393 -15.173 8.389
C 18.042 -15.278 9.598
H 17.597 -14.190 11.361
H 16.048 -12.796 10.230
H 15.596 -13.919 7.748
H 17.591 -15.771 7.511
H 18.849 -15.846 10.025
C 15.102 -10.525 8.647
C 15.097 -10.958 7.318
C 15.560 -10.095 6.337
C 16.237 -8.918 6.677
C 16.421 -8.600 8.011
C 15.799 -9.371 8.987
H 14.637 -11.154 9.395
H 14.604 -11.848 6.951
H 15.545 -10.383 5.294
H 16.710 -8.404 5.851
H 16.945 -7.702 8.312
H 15.873 -9.189 10.053
C 13.977 -16.096 10.843
C 15.087 -17.159 10.683
O 14.952 -18.153 11.723
C 14.013 -19.066 11.578
O 13.266 -19.128 10.642
C 13.995 -20.133 12.686
F 12.726 -20.472 12.954
F 14.608 -21.230 12.238
F 14.567 -19.695 13.798
H 12.990 -16.552 10.811
H 14.075 -15.364 10.038
H 14.098 -15.465 11.725
H 16.015 -16.614 10.831
H 15.075 -17.639 9.709
*
```

Properties
**Total energy**: -4669.031790 a.u.
**Frontier orbital gap**: 4.45 eV
**ΔE to the lowest compared entry with this formula, charge and spin**: 0.0 kJ/mol
**Maximum force**: 0.0470 Eh/bohr
**HOMO level**: -10.3 eV

Löwdin atomic charge list, values in e, 6 entries: C -0.0834; C -0.2395; C -0.1216; N -0.2169; C -0.1152; C -0.1916

---

Question: maximum force of number 1 (C35H50ClNO5PS)?
Answer: 0.0289 Eh/bohr